The following is a quantum chemistry calculation of a molecular structure, C26H32B2BrF4N6O6SV at a distorted geometry, from the Open Molecules 2025 dataset.

Properties
- Total energy: -167493.8844 eV
- Expectation value of S²: 0.764
- HOMO energy (spin up / spin down): -10.280 / -10.286 eV
- HOMO-LUMO gap (spin up / spin down): 4.4 / 4.7 eV

```
! RIJCOSX wB97M-V def2-TZVPD def2/J DEFGRID3
* xyz 1 2
V -1.955 0.548 0.962
C -1.151 -3.523 1.922
C -1.368 -2.059 1.864
N -1.945 -1.446 0.899
O -2.326 -2.113 -0.204
B -3.757 -1.792 -0.610
F -4.572 -1.996 0.486
F -4.008 -2.528 -1.717
O -3.880 -0.328 -1.017
N -3.711 0.515 0.016
C -4.594 1.407 0.284
C -5.893 1.541 -0.412
C -4.159 2.325 1.389
N -2.963 2.078 1.780
O -2.411 2.818 2.759
B -2.251 1.991 4.035
F -1.811 2.820 5.002
F -3.457 1.345 4.259
O -1.174 0.932 3.840
N -1.456 0.041 2.883
C -1.000 -1.156 3.002
C -0.216 -1.656 4.156
C -4.992 3.400 1.971
H -1.693 -4.012 1.119
H -1.475 -3.907 2.890
H -0.086 -3.740 1.808
H -5.966 0.819 -1.219
H -6.005 2.553 -0.805
H -6.703 1.375 0.302
H 0.052 -0.840 4.819
H 0.685 -2.158 3.798
H -0.805 -2.388 4.712
H -5.909 3.552 1.411
H -4.414 4.324 2.015
H -5.231 3.132 3.003
O 0.352 -0.178 -4.111
C -0.368 0.969 -3.890
C -0.765 1.707 -4.994
C -1.430 2.908 -4.812
C -1.705 3.380 -3.533
C -1.304 2.642 -2.433
C -0.635 1.437 -2.604
C -0.155 0.605 -1.453
O -0.820 0.902 -0.235
N 1.254 0.786 -1.211
N 1.723 0.463 -0.017
C 2.989 0.566 0.215
C 3.509 0.331 1.540
Br 2.226 0.275 2.935
C 4.816 0.266 1.866
C 5.954 0.192 0.953
C 5.909 -0.464 -0.283
C 7.025 -0.497 -1.101
C 8.205 0.114 -0.698
C 8.273 0.739 0.541
C 7.163 0.765 1.365
H 0.185 -0.849 -3.435
H -0.546 1.325 -5.982
H -1.739 3.480 -5.676
H -2.221 4.320 -3.399
H -1.497 3.009 -1.432
H -0.375 -0.454 -1.624
H 1.850 1.080 -1.979
H 3.692 0.897 -0.549
H 5.064 0.289 2.922
H 5.016 -0.998 -0.580
H 6.982 -1.018 -2.049
H 9.076 0.084 -1.338
H 9.196 1.198 0.868
H 7.218 1.247 2.334
C -0.376 -3.901 -2.320
S 0.605 -2.796 -1.285
C 2.247 -3.487 -1.554
H -0.055 -3.844 -3.359
H -1.414 -3.583 -2.242
H -0.292 -4.929 -1.970
H 2.289 -4.520 -1.211
H 2.952 -2.894 -0.973
H 2.525 -3.439 -2.606
*
```